{
  "formula": "C19H49NO11",
  "method": "ωB97M-V with the def2-TZVPD basis set",
  "homo_energy_ha": -0.3091,
  "e_above_lowest_kj_mol": 38.5,
  "fmax_ev_per_a": 3.3,
  "smiles": "CC1(C)CCCC(C)(C)N1O.OCCO.OCCO.OCCO.OCCO.OCCO",
  "lumo_energy_ev": 0.48,
  "elements": ["O", "O", "O", "O", "O", "O", "O", "O", "O", "O", "O", "N", "C", "C", "C", "C", "C", "C", "C", "C", "C", "C", "C", "C", "C", "C", "C", "C", "C", "C", "C", "H", "H", "H", "H", "H", "H", "H", "H", "H", "H", "H", "H", "H", "H", "H", "H", "H", "H", "H", "H", "H", "H", "H", "H", "H", "H", "H", "H", "H", "H", "H", "H", "H", "H", "H", "H", "H", "H", "H", "H", "H", "H", "H", "H", "H", "H", "H", "H", "H"],
  "coordinates": [[3.401, 3.201, -0.077], [0.038, 2.868, 0.442], [2.628, 0.491, 6.587], [4.781, 1.287, 2.229], [0.317, -2.491, 1.574], [1.908, 0.905, -0.405], [0.720, -0.829, 4.798], [-3.771, -0.319, -5.987], [2.504, 2.072, 4.160], [-0.558, 0.240, 1.118], [2.521, -0.605, 2.462], [-3.897, -0.447, -4.549], [-2.705, 0.143, -3.971], [-1.364, -0.308, -4.597], [-1.153, 2.615, 1.264], [2.793, -0.826, 6.079], [1.698, -2.541, 1.300], [-4.308, -1.875, -4.212], [3.273, 0.836, -0.726], [3.694, 2.804, 3.792], [3.680, 2.228, -1.078], [-2.961, -1.557, -2.052], [4.793, 1.859, 3.527], [-2.742, -0.064, -2.452], [-5.698, -2.169, -4.691], [-3.432, -2.973, -4.853], [-0.804, 1.267, 2.025], [1.437, -1.474, 5.877], [-2.854, 1.682, -4.230], [-4.360, -1.911, -2.661], [2.602, -2.093, 2.429], [0.385, 0.235, 0.840], [-1.648, 1.091, 2.716], [-1.439, 3.477, 1.920], [-2.002, 2.334, 0.600], [1.874, -1.930, 0.432], [5.727, 2.459, 3.596], [0.841, -1.448, 6.800], [0.146, 1.412, 2.625], [1.893, -3.550, 1.054], [1.549, 1.823, -0.473], [-5.085, -1.175, -2.179], [3.452, -0.903, 5.235], [4.751, 1.095, 4.357], [3.593, -2.429, 2.308], [-6.023, -3.125, -4.284], [2.189, -2.530, 3.374], [1.770, 2.617, 3.941], [-0.892, -1.273, -4.325], [-1.826, 0.335, -2.015], [-0.256, 3.541, -0.186], [4.132, 0.565, 2.290], [-3.852, 2.077, -3.950], [3.048, 2.515, -1.924], [-0.183, -1.682, 1.403], [1.809, -0.410, 3.145], [-6.484, -1.491, -4.385], [-3.524, 0.584, -2.054], [-2.149, 2.176, -3.578], [-5.737, -2.277, -5.842], [1.685, -2.525, 5.638], [3.823, 0.561, 0.115], [-4.569, 0.125, -6.389], [-3.753, -3.911, -4.389], [3.381, 0.177, -1.599], [-1.414, -0.451, -5.727], [-0.028, -1.345, 4.483], [3.440, 3.363, 2.880], [-2.327, -2.865, -4.806], [4.729, 2.162, -1.447], [4.061, 3.520, 4.563], [-2.562, 1.903, -5.237], [-4.650, -2.855, -2.333], [-0.594, 0.387, -4.387], [3.731, 2.904, 0.789], [-2.937, -1.626, -0.976], [3.236, -1.457, 6.899], [-3.620, -3.045, -5.942], [2.404, 1.049, 5.823], [-2.280, -2.195, -2.527]],
  "mulliken_charge": [-0.5344, -0.4279, -0.5746, -0.5136, -0.6406, -0.1214, -0.4577, -0.5451, -0.3788, -0.2819, 0.2498, 0.1142, 1.9969, -1.7839, -0.5142, -0.3084, -0.5945, 1.6599, -0.1970, -0.2812, -0.8855, -0.7900, -0.3718, -1.3964, -1.9512, -1.4819, 0.0786, -0.4962, -1.9419, -1.3490, -0.0346, 0.2028, 0.4031, 0.3470, 0.2474, 0.1734, 0.3678, 0.3362, -0.3654, 0.4766, 0.2083, 0.3054, 0.1677, 0.0971, 0.4445, 0.4081, -0.1719, 0.1706, 0.3175, 0.3615, 0.2366, 0.2350, 0.4222, 0.4482, 0.4838, -0.1473, 0.4271, 0.4071, 0.3815, 0.3470, 0.3174, 0.1631, 0.3254, 0.4028, 0.3069, 0.3436, 0.2312, 0.2339, 0.2448, 0.3263, 0.3105, 0.4505, 0.5756, 0.5139, 0.3125, 0.4029, 0.3663, 0.3884, 0.3821, 0.4172]
}